ORCA calculation (ωB97M-V with the def2-TZVPD basis set) on a structure of composition C28H40IrN3O7PS2Se2.

Its gap between HOMO and LUMO (alpha / beta) is 5.842 / 5.741 eV. Its net charge is -1. As for the expectation value of S²: 6.0843. As for the spin multiplicity: 5. As for the HOMO energy (alpha / beta): -3.528 / -4.333 eV. The calculation puts the relative energy (zero: lowest compared OMol25 entry of this formula, charge and spin) at 57.89 kJ/mol. Its molecular weight is 975.887 g mol⁻¹.

Geometry (Å):
Ir 0.00 0.17 -0.38
C 3.14 6.04 0.02
O 4.50 5.63 0.10
C 4.79 4.66 1.01
C 3.89 4.20 1.97
C 4.24 3.14 2.79
C 5.48 2.50 2.66
C 6.41 3.05 1.76
C 6.07 4.10 0.94
N 5.83 1.29 3.26
N 4.83 0.74 3.96
C 3.72 0.29 3.38
C 2.57 0.09 4.19
C 1.31 -0.05 3.66
C 1.10 -0.01 2.27
O -0.07 0.04 1.74
C 2.27 -0.04 1.42
N 2.04 -0.18 0.08
C 3.05 -0.26 -0.75
C 4.38 -0.19 -0.31
C 4.63 -0.01 1.03
C 3.56 0.08 1.94
H 3.06 6.66 -0.87
H 2.85 6.63 0.89
H 2.48 5.18 -0.06
H 2.91 4.65 2.08
H 3.54 2.79 3.53
H 7.39 2.59 1.69
H 6.77 4.51 0.22
H 2.71 0.15 5.27
H 0.44 -0.12 4.30
H 2.79 -0.36 -1.80
H 5.19 -0.27 -1.02
H 5.65 0.05 1.38
O 2.60 2.39 -1.80
C 2.06 3.17 -2.86
C 0.54 3.12 -2.99
C 0.28 4.19 -4.08
O -1.10 4.36 -4.41
C -0.06 1.81 -3.52
Se 0.36 0.06 -2.78
C -0.19 3.57 -1.73
Se -0.05 2.56 -0.07
H 3.54 2.59 -1.73
H 2.49 2.86 -3.82
H 2.32 4.22 -2.70
H 0.86 3.93 -4.97
H 0.62 5.16 -3.73
H -1.44 3.51 -4.69
H 0.21 1.70 -4.58
H -1.15 1.89 -3.46
H -1.26 3.60 -1.94
H 0.11 4.60 -1.47
C -3.74 0.50 -3.57
C -4.32 1.41 -2.50
C -3.36 2.50 -2.07
O -4.79 0.61 -1.38
P -3.98 0.21 -0.05
S -3.89 1.68 1.21
S -2.29 -0.72 -0.60
O -4.89 -1.01 0.43
C -6.33 -1.16 0.37
C -6.73 -1.73 -0.98
C -7.08 0.11 0.72
H -3.53 1.09 -4.47
H -4.45 -0.28 -3.83
H -2.81 0.03 -3.23
H -5.23 1.86 -2.88
H -2.45 2.06 -1.65
H -3.79 3.14 -1.31
H -3.09 3.10 -2.95
H -6.53 -1.91 1.13
H -6.59 -0.98 -1.77
H -7.78 -2.03 -0.95
H -6.12 -2.60 -1.22
H -6.90 0.89 -0.02
H -6.76 0.49 1.69
H -8.15 -0.11 0.75
C 0.72 -3.84 -0.12
O 0.12 -2.56 -0.27
H 0.59 -4.46 -1.01
H 0.33 -4.37 0.75
H 1.79 -3.68 0.03
H -0.84 -2.65 -0.31

ORCA calculation (ωB97M-V with the def2-TZVPD basis set) on an isolated molecule of C28H40O10.

Its gap between HOMO and LUMO is 8.808 eV. Its net charge is 0. As for the HOMO energy: -8.099 eV. The structure (SMILES) is c1ccc2c(c1)OCCOCCOCCOCCOCCOc1ccccc1OCCOCCOCCO2. Its molecular weight is 536.618 g mol⁻¹.

Geometry (Å):
C 4.03 -1.14 -0.75
C 3.58 -2.33 -1.29
C 2.33 -2.40 -1.87
C 1.52 -1.28 -1.94
C 1.99 -0.06 -1.41
C 3.24 -0.01 -0.81
O 1.14 1.01 -1.55
C 1.60 2.29 -1.18
C 0.59 3.30 -1.75
O 0.92 4.62 -1.35
C 0.01 5.23 -0.46
C 0.02 4.59 0.94
O -0.74 5.29 1.89
C -2.15 5.28 1.73
C -2.80 3.91 2.04
O -4.09 3.80 1.48
C -4.13 3.43 0.12
C -3.80 1.96 -0.13
O -2.40 1.79 -0.24
C -2.01 0.49 -0.63
C -2.12 -0.55 0.51
O -0.94 -1.30 0.70
C 0.13 -0.70 1.32
C 0.18 0.62 1.72
C 1.29 1.11 2.39
C 2.35 0.27 2.66
C 2.32 -1.06 2.26
C 1.22 -1.55 1.57
O 1.09 -2.83 1.11
C 2.09 -3.78 1.43
C 1.87 -5.05 0.59
O 0.76 -5.81 0.97
C -0.48 -5.36 0.47
C -0.64 -5.56 -1.05
O -0.09 -4.55 -1.86
C -0.81 -3.33 -1.84
C -0.32 -2.41 -2.98
O 0.28 -1.23 -2.52
H 5.00 -1.08 -0.28
H 4.20 -3.21 -1.25
H 1.98 -3.34 -2.27
H 3.59 0.91 -0.38
H 2.59 2.49 -1.61
H 1.66 2.38 -0.09
H 0.63 3.26 -2.84
H -0.42 3.02 -1.43
H 0.34 6.27 -0.39
H -1.00 5.21 -0.89
H -0.31 3.55 0.86
H 1.04 4.61 1.33
H -2.52 6.03 2.42
H -2.43 5.59 0.71
H -2.16 3.10 1.67
H -2.92 3.79 3.11
H -3.46 4.05 -0.49
H -5.16 3.62 -0.19
H -4.28 1.63 -1.07
H -4.21 1.35 0.69
H -0.97 0.57 -0.95
H -2.60 0.17 -1.50
H -2.40 -0.04 1.44
H -2.88 -1.30 0.28
H -0.65 1.28 1.52
H 1.31 2.14 2.70
H 3.22 0.64 3.19
H 3.16 -1.70 2.49
H 2.04 -4.03 2.50
H 3.08 -3.38 1.19
H 1.81 -4.76 -0.46
H 2.74 -5.70 0.74
H -1.23 -5.97 0.98
H -0.64 -4.31 0.73
H -1.71 -5.67 -1.28
H -0.11 -6.48 -1.34
H -1.88 -3.55 -1.98
H -0.67 -2.81 -0.89
H -1.16 -2.06 -3.58
H 0.36 -2.98 -3.63

ORCA calculation (ωB97M-V with the def2-TZVPD basis set) on a structure of composition C28H41BIrN2O3S2Si3.

Its gap between HOMO and LUMO (alpha / beta) is 6.188 / 5.466 eV. Its net charge is 0. As for the expectation value of S²: 0.7934. As for the spin multiplicity: 2. As for the HOMO energy (alpha / beta): -8.095 / -8.133 eV. The calculation puts the relative energy (zero: lowest compared OMol25 entry of this formula, charge and spin) at 383.20 kJ/mol. Its molecular weight is 805.068 g mol⁻¹.

Geometry (Å):
Ir -1.15 -2.07 0.70
S -0.59 -2.39 3.18
C 1.10 -2.42 2.73
C 2.00 -1.59 3.39
C 3.28 -1.39 2.87
C 4.10 -0.38 3.41
N 4.75 0.47 3.83
C 3.70 -2.14 1.75
C 2.84 -3.07 1.18
C 1.53 -3.18 1.62
S 0.38 -4.10 0.68
C 4.96 -1.88 1.16
N 5.97 -1.65 0.66
H 1.67 -1.02 4.24
H 3.16 -3.66 0.33
C -3.77 -4.22 0.79
O -3.30 -3.02 0.22
Si -4.30 -1.95 -0.62
C -5.65 -1.40 0.62
C -5.17 -2.96 -1.98
C -3.02 -0.68 -1.19
Si -2.06 -1.02 -2.79
C -1.27 -2.76 -2.67
C -3.31 -0.88 -4.23
C -0.62 0.16 -3.23
Si -3.01 1.02 -0.37
C -2.91 0.76 1.53
C -4.63 1.90 -0.89
C -1.58 2.20 -0.82
H -4.29 -4.82 0.04
H -4.46 -4.00 1.61
H -2.93 -4.79 1.18
H -6.33 -2.23 0.83
H -6.25 -0.59 0.23
H -5.22 -1.08 1.56
H -5.84 -3.70 -1.54
H -4.46 -3.50 -2.60
H -5.77 -2.34 -2.63
H -2.00 -3.54 -2.50
H -0.56 -2.77 -1.84
H -0.71 -3.01 -3.57
H -4.03 -1.68 -4.23
H -2.79 -0.89 -5.18
H -3.86 0.06 -4.17
H 0.11 0.21 -2.43
H -0.96 1.16 -3.45
H -0.11 -0.21 -4.12
H -3.88 0.79 2.02
H -2.28 1.50 2.00
H -2.46 -0.22 1.74
H -5.50 1.36 -0.54
H -4.70 1.96 -1.97
H -4.68 2.91 -0.50
H -0.62 1.74 -0.66
H -1.62 3.09 -0.19
H -1.62 2.54 -1.85
C 4.57 4.74 -0.03
C 4.55 3.65 1.05
C 4.01 4.26 2.35
C 5.97 3.14 1.31
C 3.71 2.47 0.58
C 4.08 1.79 -0.58
C 3.39 0.70 -1.07
C 2.27 0.31 -0.38
O 1.37 -0.68 -0.63
B 0.38 -0.60 0.36
O 0.73 0.42 1.25
C 1.88 0.98 0.78
C 2.59 2.05 1.29
H 5.19 5.58 0.29
H 3.56 5.11 -0.22
H 4.96 4.36 -0.97
H 4.64 5.08 2.67
H 4.01 3.51 3.15
H 3.00 4.64 2.22
H 6.60 3.93 1.71
H 6.42 2.76 0.40
H 5.94 2.32 2.03
H 4.96 2.12 -1.13
H 3.73 0.18 -1.96
H 2.27 2.52 2.20

ORCA calculation (ωB97M-V with the def2-TZVPD basis set) on a cluster of 2 separate species, C28H41BrClNO7S2 in total.

Its gap between HOMO and LUMO is 6.986 eV. Its net charge is 0. As for the HOMO energy: -8.902 eV. Its molecular weight is 683.127 g mol⁻¹.

Geometry (Å):
C 0.05 -5.55 1.65
C 1.36 -4.60 1.96
C 0.87 -3.16 2.62
Cl 1.18 -3.34 4.47
C 1.89 -2.01 2.06
C 3.52 -2.40 2.09
C 4.59 -1.26 1.54
Br 6.55 -1.81 1.54
C 4.12 0.25 1.01
O 5.14 1.22 0.54
C 4.92 1.27 -0.93
C 6.23 0.90 -1.83
C 7.65 0.83 -1.01
C 6.31 1.86 -3.20
C 6.44 3.45 -2.82
C 5.05 1.53 -4.24
C 2.52 0.62 1.04
C 1.39 -0.50 1.54
C -0.23 -0.08 1.49
O -1.07 -0.53 2.43
C -0.66 0.96 0.25
C -2.08 0.89 -0.56
C -3.39 0.54 0.35
C -4.00 -0.90 -0.19
C -5.18 -1.54 0.77
S -6.12 -2.82 -0.29
O -7.48 -3.21 0.38
O -5.17 -4.03 -0.52
O -6.52 -2.22 -1.85
C 0.39 1.98 -0.16
C 0.15 3.08 -1.38
C 1.52 3.51 -2.16
C 2.36 4.94 -1.88
N 1.99 2.67 -3.14
C 1.88 2.09 0.60
O 2.50 3.24 0.89
H -0.79 -4.96 1.04
H -0.41 -6.02 2.63
H 0.43 -6.45 0.96
H 1.87 -4.36 0.93
H 2.12 -5.16 2.68
H -0.26 -3.00 2.35
H 3.86 -3.47 2.48
H 4.05 0.54 -1.29
H 4.49 2.36 -1.15
H 6.04 -0.20 -2.26
H 7.83 -0.32 -0.72
H 7.68 1.46 -0.03
H 8.54 1.08 -1.76
H 7.29 1.54 -3.81
H 6.47 3.52 -1.63
H 7.37 3.95 -3.34
H 5.49 4.03 -3.22
H 4.75 2.46 -4.89
H 4.12 1.18 -3.60
H 5.35 0.58 -4.90
H -2.34 1.85 -1.19
H -1.97 0.01 -1.36
H -3.24 0.60 1.51
H -4.23 1.35 0.09
H -4.54 -0.64 -1.23
H -3.18 -1.70 -0.46
H -4.62 -2.17 1.60
H -5.87 -0.70 1.19
H -6.64 -2.99 -2.51
H -0.54 2.55 -2.20
H -0.46 4.04 -1.03
H 3.40 4.71 -1.41
H 2.49 5.52 -2.92
H 1.72 5.58 -1.13
H 2.84 3.13 -3.54
C -8.89 -1.44 2.55
S -9.68 0.18 2.38
O -8.71 1.21 2.87
C -10.91 -0.07 3.69
H -8.05 -1.49 1.84
H -8.51 -1.57 3.57
H -9.60 -2.23 2.31
H -10.41 -0.29 4.64
H -11.56 -0.90 3.42
H -11.50 0.84 3.79

ORCA calculation (ωB97M-V with the def2-TZVPD basis set) on a cluster of 6 separate species, C28H41Cl2F5NO21PSSi in total.

Its gap between HOMO and LUMO is 8.934 eV. Its net charge is 0. As for the HOMO energy: -8.636 eV. The calculation puts the relative energy (zero: lowest compared OMol25 entry of this formula, charge and spin) at 0.00 kJ/mol. The structure (SMILES) is CCO[C@@H]1C(=O)N[C@@](Cl)(CCCCS(=O)(=O)O)[C@]1(P(O)Cl)[Si](C)(C)C.O=C1OC[C@@H](F)O1.O=C1OC[C@@H](F)O1.O=C1OC[C@@H](F)O1.O=C1OC[C@@H](F)O1.O=C1OC[C@@H](F)O1. Its molecular weight is 984.645 g mol⁻¹.

Geometry (Å):
C 0.02 -0.20 -2.75
C 0.09 -1.10 -1.49
O -0.19 -0.31 -0.33
C 0.99 0.10 0.30
C 1.84 -0.94 1.05
O 2.09 -2.06 0.79
N 2.34 -0.33 2.23
C 2.29 1.10 1.96
Cl 2.61 2.15 3.39
C 3.45 1.48 1.00
C 4.86 1.24 1.59
C 5.63 2.52 2.01
C 6.19 2.47 3.45
S 5.54 3.68 4.61
O 4.74 3.03 5.57
O 6.62 4.38 5.24
O 4.64 4.71 3.79
C 0.85 1.17 1.40
P 0.70 2.73 0.36
O -0.81 2.63 -0.27
Cl 0.54 4.36 1.66
Si -0.62 0.73 2.56
C -2.19 1.70 2.12
C -1.09 -1.10 2.46
C -0.30 1.08 4.38
H -0.78 -0.55 -3.40
H 0.95 -0.33 -3.31
H -0.09 0.82 -2.42
H -0.59 -1.94 -1.54
H 1.09 -1.52 -1.45
H 1.54 0.63 -0.49
H 3.25 -0.71 2.45
H 3.39 0.97 0.05
H 3.38 2.54 0.81
H 5.44 0.79 0.79
H 4.88 0.53 2.41
H 5.01 3.39 1.85
H 6.50 2.61 1.37
H 7.25 2.63 3.45
H 6.03 1.51 3.93
H 4.46 5.43 4.43
H -0.98 1.74 -0.64
H -1.94 2.75 2.03
H -2.81 1.63 3.00
H -2.69 1.32 1.24
H -0.22 -1.72 2.65
H -1.55 -1.37 1.51
H -1.79 -1.26 3.27
H -1.01 0.57 5.02
H -0.21 2.14 4.60
H 0.68 0.65 4.62
O 4.17 0.28 -3.72
C 3.86 -0.37 -4.66
O 4.64 -1.33 -5.23
C 3.87 -1.98 -6.24
C 2.84 -0.92 -6.57
F 1.66 -1.47 -6.94
O 2.68 -0.25 -5.33
H 3.41 -2.88 -5.83
H 4.49 -2.25 -7.09
H 3.16 -0.21 -7.33
O -4.12 -2.18 3.31
C -4.30 -2.79 2.30
O -3.39 -3.61 1.73
C -4.03 -4.25 0.62
C -5.14 -3.29 0.30
F -6.24 -3.92 -0.18
O -5.45 -2.74 1.57
H -4.41 -5.23 0.93
H -3.34 -4.39 -0.21
H -4.86 -2.48 -0.39
O -3.66 -7.55 2.41
C -3.37 -7.05 3.45
O -4.02 -5.98 3.99
C -3.46 -5.76 5.29
C -2.10 -6.40 5.16
F -1.67 -6.92 6.33
O -2.34 -7.45 4.24
H -4.07 -6.25 6.04
H -3.41 -4.70 5.51
H -1.33 -5.74 4.76
O -3.95 -1.89 -3.17
C -3.99 -1.11 -4.06
O -2.98 -0.27 -4.40
C -3.37 0.40 -5.60
C -4.87 0.30 -5.55
F -5.41 0.21 -6.79
O -5.07 -0.94 -4.88
H -2.94 -0.11 -6.46
H -3.02 1.43 -5.60
H -5.37 1.09 -5.00
O -1.77 3.68 -5.01
C -1.41 4.36 -4.11
O -2.14 5.38 -3.58
C -1.44 5.85 -2.42
C -0.02 5.42 -2.71
F 0.64 5.11 -1.58
O -0.22 4.23 -3.46
H -1.84 5.37 -1.53
H -1.54 6.93 -2.32
H 0.56 6.13 -3.30